# H16O7S

8 unconnected molecules or ions with the total composition H16O7S at a distorted geometry (ωB97M-V/def2-TZVPD, the OMol25 dataset).

Atoms and positions in Å:
O 2.26 0.81 1.17
H 2.43 0.07 1.80
H 2.05 0.31 0.37
O 1.00 -1.69 1.80
H 1.47 -2.32 2.34
H 1.34 -1.89 0.87
O -3.03 -0.45 -0.87
H -3.71 0.18 -0.64
H -2.27 -0.34 -0.31
O -1.57 -3.02 -0.49
H -2.53 -2.90 -0.38
H -1.32 -3.91 -0.23
O 1.76 -2.36 -0.71
H 1.14 -3.03 -1.04
H 1.32 -1.50 -0.91
O -0.90 0.53 1.45
H -0.11 1.07 1.30
H -0.34 -0.26 1.59
O 1.10 0.27 -1.57
H 0.38 0.88 -1.78
H 1.74 0.91 -1.31
S -0.28 3.33 -0.51
H -1.55 3.14 -0.81
H -0.39 3.66 0.77

Lowest unoccupied orbital energy in eV: 0.3566
Highest occupied orbital energy in eV: -10.07
Structure (SMILES): O.O.O.O.O.O.O.S
Relative energy (zero: lowest compared OMol25 entry of this formula, charge and spin) in kcal/mol: 29.5
E in eV: -25427.5885